Record 1
82
Properties=species:S:1:pos:R:3:mulliken_charge:R:1 method="wB97M-V/def2-TZVPD" multiplicity=2 homo_lumo_gap_ha="0.0787 / 0.3319" total_charge=-2 e_homo_ev="2.3 / -4.6"
H 35.3416 -6.6175 3.2752 0.373
O 34.2433 -7.9773 -0.7640 -0.904
C 29.8232 -9.9435 3.7492 -2.377
F 34.9330 -5.1016 -3.1259 -0.235
F 33.4000 -4.8583 -1.4672 -0.205
H 27.1996 -11.2302 5.7995 0.642
H 31.7128 -5.1108 2.4610 0.543
F 35.4405 -5.3804 -1.0025 -0.233
F 34.2520 -12.6218 -3.3954 -0.217
C 32.5917 -12.2386 2.4488 0.463
H 30.7827 -9.5292 4.0587 0.544
H 33.0614 -12.8454 0.4266 0.240
H 29.8441 -5.0048 1.3230 0.452
O 34.3399 -12.1273 4.1502 -0.126
C 34.7260 -11.5946 5.4139 -1.879
H 33.5563 -10.4581 3.2288 -0.169
H 34.2003 -5.2249 3.5157 0.482
H 34.2155 -11.6872 1.1159 0.344
O 32.5489 -7.4340 -2.4782 -0.869
C 33.2190 -11.4378 3.5671 0.398
H 28.4713 -9.4318 -2.9867 0.217
O 34.8764 -7.9803 -3.0736 -0.691
H 34.2616 -8.4931 2.1427 0.274
C 28.4895 -12.0632 3.7324 -1.008
C 32.0638 -5.9332 1.8377 -0.874
C 30.0346 -5.8191 0.6239 -0.993
H 31.9368 -9.5262 -0.4739 0.074
H 29.2959 -6.5202 -3.2599 0.334
H 32.6853 -7.2756 3.4063 0.321
O 29.7298 -11.3916 4.0058 0.540
H 28.7534 -11.4426 6.2521 0.415
H 27.6606 -8.3499 -4.0662 0.411
H 29.5839 -9.8130 2.6938 0.070
H 30.5818 -8.9278 0.2311 0.433
S 33.9648 -7.4301 -2.0783 1.220
F 32.5430 -13.5052 -4.3304 -0.233
H 27.1539 -14.5222 3.8557 0.416
H 32.6018 -5.3783 1.0691 0.299
C 28.9019 -7.3512 -2.6749 -0.549
H 33.8935 -7.7377 0.8062 0.075
H 28.7821 -12.7149 2.9092 0.277
H 34.8689 -5.6748 1.9425 0.214
H 30.8941 -12.3777 1.2673 0.255
C 33.5995 -12.5603 1.3306 -1.320
H 34.3116 -13.3565 1.5476 0.372
C 28.1128 -12.8254 5.0127 0.411
H 32.0623 -8.7330 0.9610 -0.096
H 32.4550 -11.2673 4.3257 0.514
C 34.4841 -5.4902 -1.9123 0.464
C 28.6302 -8.5529 -3.6115 -0.426
H 26.6712 -14.4077 5.5507 0.408
C 34.4859 -6.0666 2.8848 -1.442
O 30.0000 -7.7445 -1.8647 -0.067
H 32.2580 -13.1624 2.9214 0.281
O 29.7355 -8.7976 -4.4928 -0.537
O 30.5582 -11.7524 -2.7616 -0.711
C 33.1830 -6.8385 2.5406 -0.470
H 29.0292 -13.3909 5.1817 0.285
H 29.1690 -9.2820 4.3172 0.283
N 27.8729 -11.9163 6.1095 -1.029
O 32.4104 -10.7012 -1.6562 -0.735
H 30.3904 -9.3012 -4.0038 0.214
N 31.3914 -11.7000 1.8271 -0.324
O 30.9816 -6.6338 1.2483 0.319
H 29.0706 -6.3276 0.6141 0.273
H 27.6528 -11.4426 3.4117 0.415
S 31.8951 -11.2318 -2.9152 1.164
H 28.0847 -6.8977 -2.1141 0.354
F 32.7517 -13.6919 -2.1265 -0.202
N 33.5108 -7.9736 1.7106 -0.274
H 35.2980 -10.6742 5.2965 0.259
C 26.9873 -13.8307 4.6816 -1.657
H 30.8239 -7.6973 -2.3550 0.299
C 32.9658 -12.9233 -3.1941 0.455
H 33.8736 -11.3443 6.0454 0.497
H 30.4019 -5.2996 -0.2612 0.235
O 32.1577 -10.3066 -4.0393 -0.715
H 26.1532 -13.1910 4.3933 0.326
H 30.8537 -11.6816 2.6819 -0.533
N 31.4820 -9.3494 0.4104 1.113
H 35.3157 -12.2885 6.0130 0.374
H 31.3811 -10.2391 0.8778 0.456

---

Record 2
73
Properties=species:S:1:pos:R:3:mulliken_charge:R:1 method="wB97M-V/def2-TZVPD" homo_lumo_gap_ha=0.3299 total_charge=-1 de_lowest_kcal_mol=7.6 e_homo_ev=-6.1
O 1.2088 2.9045 4.8435 -0.335
H 1.9273 0.8418 -4.5624 0.221
C 3.1637 -3.2291 -1.5493 -0.418
H -2.9029 1.9580 -1.1700 0.279
N 3.0215 -1.1998 -2.9070 -0.359
H -1.9788 2.0811 3.6117 0.082
H -3.5384 0.3162 1.2625 0.331
N -0.7087 -2.6937 -3.0458 -0.342
C 0.8869 0.8440 -4.2345 -0.714
H 5.1083 -2.1493 -0.3564 0.359
H 3.1230 0.5990 2.3182 0.293
Cl 0.3702 -1.2652 0.4204 1.441
H -2.7157 0.4911 3.6685 0.225
C 4.7611 -1.4407 -1.1169 -1.246
H -3.6961 -1.0450 -3.4612 0.443
H 4.5463 -2.5802 -2.9883 0.374
C 1.7563 -5.0440 -1.9006 -0.834
C -1.0009 -0.3640 -3.8078 -0.636
H 3.8779 -3.9559 -1.1309 0.451
H 0.7739 -5.2351 -2.3423 0.204
H -5.4529 0.6100 2.5311 0.291
H -1.0060 0.1267 -2.8181 0.132
H 1.5623 -4.9393 -0.8239 0.362
H 5.6687 -0.9687 -1.5082 0.362
C -2.9334 1.5657 3.7193 -1.207
H 0.9119 1.1877 -3.1879 0.231
H 1.3424 3.4347 1.1962 0.290
H 2.5445 -0.6491 -2.1927 0.065
H -1.9472 -2.0746 -4.6714 0.320
C 0.2759 2.5360 5.8123 -0.492
C -1.6360 -1.7300 -3.6813 0.282
H 0.3641 1.7333 3.3654 -0.067
H 1.8666 0.9018 1.4558 0.102
H -1.6088 0.3102 -4.4394 0.472
C -3.9489 1.6867 -1.0079 -0.640
H 2.7656 4.3004 1.7758 0.289
C -3.9026 1.9429 2.6190 0.457
C 3.9383 -2.1159 -2.2036 0.189
H 2.4049 -5.9054 -2.1091 0.313
H -5.9205 2.1349 2.5139 0.319
H -3.9649 3.0327 2.5592 0.288
H 1.2420 4.2558 2.7355 0.324
H -1.2641 -3.5486 -3.0981 0.272
C -3.4730 1.4101 1.2831 -0.650
H -2.7723 -0.9233 -1.9789 0.030
H 3.6360 -0.5110 -3.3455 0.252
O 2.2786 -3.8647 -2.4364 -0.282
H 1.7031 0.9707 4.2714 0.406
H 0.2313 3.3256 6.5638 0.266
O -4.3616 1.9620 0.3162 -0.393
O 0.3148 -0.4246 -4.2916 -0.315
H 4.1743 -0.6755 -0.6068 0.241
O 0.7700 -0.6068 -0.7983 -0.335
H -3.3410 -2.5083 -2.5447 0.413
O 1.5187 -1.5299 1.2621 -0.724
H 3.2740 2.5822 3.3173 0.339
H -4.1126 0.6303 -1.2498 0.247
H -0.7607 -2.4267 -2.0588 0.009
N 2.7073 1.3711 1.7982 -0.575
H 0.5833 1.6250 6.3560 0.304
H -0.7263 2.3475 5.4136 0.089
O -0.3033 -2.5116 0.1358 -0.773
H 2.5787 -2.8068 -0.7171 -0.033
N -5.2862 1.5027 2.9905 -0.789
H -2.4544 1.7487 1.0661 0.391
H 0.3478 1.5774 -4.8530 0.349
C 2.3264 2.4101 2.7859 0.204
H -4.5925 2.2602 -1.6765 0.339
H -3.3611 1.7408 4.7042 0.412
C 1.9217 3.6958 2.0894 -1.326
O -0.5316 -0.3858 1.1458 -0.545
C 1.3503 1.9037 3.8230 -0.140
C -2.9253 -1.5499 -2.8586 -1.187

---

Record 3
76
Properties=species:S:1:pos:R:3:mulliken_charge:R:1 method="wB97M-V/def2-TZVPD" multiplicity=2 homo_lumo_gap_ha="0.1557 / 0.1779" total_charge=+1 e_homo_ev="-9.9 / -9.9"
H -4.8781 -5.1208 4.6766 0.404
H 1.5474 4.5964 -4.1145 0.462
C -0.6523 5.6788 1.9643 -0.852
O 0.1468 4.6893 1.3183 -0.183
H -1.3320 -0.1117 3.4651 0.321
C -4.2331 -4.6226 5.4041 -0.660
H -3.8944 -2.7835 6.2663 0.345
C -0.6404 3.4605 -4.6052 -0.757
H -3.4507 -6.9999 4.5971 0.309
O -2.2440 -1.1090 1.9729 -0.408
H 2.5668 2.7135 -2.0338 0.192
H -1.6719 3.2873 -4.2897 0.318
H -0.5922 -4.4370 -0.4699 0.296
H 0.9261 -1.5089 -1.7660 0.130
O 5.2395 1.6689 -0.9872 -0.610
C 1.4802 5.0917 1.1263 -0.949
O -1.1657 2.8293 0.0806 -0.475
N 6.2895 -0.2510 -0.4589 -0.457
V -0.4854 3.0640 -1.3503 0.870
O -1.0585 0.0967 -5.1030 -0.658
H 4.1157 -1.2603 -0.7398 0.155
H -2.7435 -3.4269 4.1323 0.256
C 0.0123 -3.1688 -2.1828 0.098
C -2.8368 -1.3703 4.2900 -0.708
H -0.7422 -5.2133 -2.0336 0.387
N -3.4476 -2.6987 4.1653 -0.247
O -2.9102 -5.1305 5.3928 -0.349
H -0.5640 -1.6480 -6.9905 0.247
N 0.1927 -1.3661 -6.3916 -0.412
C 2.2916 3.7104 -2.3810 -0.627
H -1.5530 -1.0991 0.0296 0.240
H 0.8512 -4.9527 -1.4554 0.318
H -1.8452 -6.9281 5.2042 0.244
H 7.1105 0.3333 -0.4456 0.240
C -1.7234 -1.1208 3.2943 -0.468
O 1.0829 -2.4376 -1.5698 -0.444
H -3.2208 -6.8645 6.3761 0.286
C -0.1442 -4.5036 -1.4589 -1.320
H -1.6781 5.3373 1.8297 0.241
H -0.3597 5.6840 3.0155 0.322
H 3.2045 4.6487 -0.0488 0.464
H -0.9443 -2.6497 -2.0946 0.288
H 1.0404 -1.8995 -6.3592 0.159
C -1.2732 -0.7468 1.0221 -0.524
N 4.0759 -0.2600 -0.8219 -0.153
N 1.0274 -0.5283 -4.5023 -0.204
H -5.3279 -2.7587 5.1394 0.294
N 1.4708 4.2765 -1.2575 0.058
H 1.6864 -1.2786 -4.6079 0.204
C -0.0274 -0.5453 -5.3516 0.716
Cl 0.7723 0.8844 -1.1707 -0.281
O 0.1983 3.1765 -3.4721 -0.056
H -0.6292 6.6972 1.5702 0.371
C -4.2920 -3.0638 5.2829 -0.620
H 1.4751 5.2848 -1.4108 0.175
C -2.8500 -6.5581 5.3965 -0.708
H -3.6266 -0.6362 4.1294 0.295
H -2.3665 -1.3220 5.2792 0.407
C 1.5484 3.5849 -3.6990 -0.582
H 2.0092 2.8711 -4.3801 0.389
C 5.2090 0.4629 -0.8397 0.642
C 2.1828 4.2738 0.0382 -0.560
H -4.6479 -4.8130 6.4005 0.424
H -1.2313 0.3477 0.9907 0.114
H 1.0192 -0.0280 -3.6343 0.031
H 0.2126 -3.4018 -3.2309 0.180
H 6.2985 -1.2497 -0.5529 0.186
H -0.6190 4.5125 -4.8932 0.381
H 3.1796 0.1861 -0.7857 0.056
H 3.2000 4.3024 -2.4896 0.539
H 2.0286 4.8873 2.0518 0.405
H 1.6828 6.1523 0.9416 0.466
H -0.9367 -1.8768 3.3740 0.371
H 2.2816 3.2580 0.4254 0.325
H -0.2828 -1.1329 1.2769 0.397
H -0.5346 2.8340 -5.4901 0.255

---

Record 4
68
Properties=species:S:1:pos:R:3:nbo_charge:R:1 method="wB97M-V/def2-TZVPD" homo_lumo_gap_ha=0.3498 de_lowest_kcal_mol=14.4 e_homo_ev=-8.9 smiles=COC[C@H](C)N.COC[C@H](C)N.COC[C@H](C)N.COC[C@H](C)N
H 5.1892 0.1215 -0.4227 0.167
H -0.7332 0.5723 -2.7908 0.160
C -1.8027 -2.3180 3.6372 -0.623
C -1.7608 -0.1798 2.3259 -0.060
H -2.6538 -4.4064 -6.1790 0.194
C -1.4361 -3.4126 -2.0453 -0.078
C 4.3987 -0.2893 0.2207 -0.245
H -2.0709 3.5361 -0.3562 0.220
H 4.5144 2.6637 2.8970 0.172
C 0.2343 0.7810 -3.2640 -0.250
H 1.6315 1.6789 3.2239 0.221
H -0.8671 4.4940 -1.1844 0.200
H 2.6422 1.5322 0.7696 0.164
H 0.1592 -4.1640 -1.0443 0.347
H -1.4742 -2.5731 -0.0378 0.217
H -3.6071 -3.1420 -5.3869 0.162
H 4.2296 2.3209 0.5556 0.152
H -3.6726 0.6253 0.1229 0.168
C 2.6496 1.8253 3.5805 -0.618
H 0.1104 0.6458 -4.3347 0.196
H -1.7393 3.2223 -2.0582 0.213
C 3.6270 1.6739 1.2221 -0.063
O -2.0757 -3.9846 -4.2814 -0.527
H 0.9334 0.0310 -2.8611 0.156
N 2.9082 3.7911 2.1514 -0.852
O 4.3093 0.4692 1.4185 -0.537
H -1.9565 -2.7785 -5.9508 0.162
H 1.1992 3.5276 -1.8228 0.187
C 0.9435 2.4705 -1.6946 -0.072
C -2.5954 -3.5536 -5.5078 -0.244
H 1.7987 1.9242 -1.2813 0.161
C 3.5106 2.4605 2.5036 -0.060
H -2.5184 -2.1474 -3.4326 0.161
O -2.7854 -0.6757 1.4744 -0.554
H -3.7352 1.1475 1.8083 0.174
H -4.7732 -0.1487 1.2501 0.180
H -2.2405 -4.1015 -1.7832 0.195
H -2.1984 -1.7864 4.5091 0.197
N 0.0659 2.4023 0.6606 -0.848
C -0.2558 2.4180 -0.7613 -0.089
H -0.0755 -0.2517 4.3559 0.356
H -2.1383 0.4612 3.1322 0.163
H -0.6644 -1.5397 -1.3117 0.193
H 2.5865 2.4685 4.4642 0.202
H 0.5539 -3.4420 -2.4011 0.339
H -0.8702 -2.3331 -3.8381 0.147
O 0.6900 2.0885 -3.0438 -0.540
H -0.7931 1.4797 -0.9252 0.182
H -2.6142 -2.7855 3.0808 0.223
H -2.4236 -1.6684 -1.1407 0.213
H -0.5840 -1.8553 1.9385 0.186
H -1.1900 -3.1420 4.0180 0.202
H 0.7766 -1.5898 3.8865 0.364
H 3.0438 4.4057 2.9459 0.360
C -3.7632 0.2666 1.1582 -0.245
C -0.9513 -1.3464 2.8353 -0.072
H -1.0876 0.4241 1.7077 0.187
C -1.4821 -2.2215 -1.0680 -0.625
N 0.1914 -0.8295 3.5700 -0.840
H 3.1234 0.9036 3.9207 0.221
N -0.1274 -4.0986 -2.0204 -0.807
H 0.6510 3.1762 0.9624 0.381
H 4.6923 -1.2939 0.5100 0.195
C -1.7294 -2.9219 -3.4488 -0.055
H 3.3987 4.2229 1.3758 0.354
H 0.5040 1.5293 0.9204 0.358
C -1.2775 3.4837 -1.1015 -0.613
H 3.4579 -0.2641 -0.3337 0.166